Record 1
ORCA calculation (ωB97M-V/def2-TZVPD) on C18H24N6O2 in the gas phase.

Structure (XYZ):
```
50
Properties=species:S:1:pos:R:3:forces:R:3:nbo_charge:R:1
H 1.96312 2.41208 -2.50920 1.03 0.28 -0.43 0.2248
C 1.93618 0.41630 3.85416 -1.98 -0.07 0.30 -0.1995
H 0.25331 2.46786 3.04677 0.19 -0.03 0.63 0.3331
H -2.99629 1.34547 -1.29584 0.43 -0.94 -0.12 0.2186
H -4.55508 1.31349 -3.36005 -0.87 0.98 -0.11 0.1824
C -0.09915 1.44643 -2.71499 0.08 -0.40 4.65 -0.3295
C -0.64760 0.57591 3.43982 -1.24 -2.45 -0.19 0.4441
H -1.43034 -1.98928 2.14612 -0.35 0.00 -0.61 0.2045
C 2.66532 0.73377 2.51577 -1.96 0.49 2.60 -0.2332
C -2.92269 -1.20148 -3.45193 0.18 0.67 0.55 -0.2328
C -3.60548 1.27327 -3.85887 1.10 -0.99 -0.63 -0.2345
H 3.49521 1.35274 2.85512 0.27 0.02 -0.65 0.2062
C -0.70685 2.09539 3.43755 2.32 -1.60 1.22 -0.5153
N -2.89880 0.22121 -3.09909 2.62 -0.32 0.73 -0.4776
N 1.74992 1.38605 1.65179 -1.50 1.01 -1.40 -0.6514
N -2.37505 2.98765 1.74812 0.53 -0.13 0.49 -0.2577
H 2.80560 2.50721 0.22350 -0.51 -0.08 -0.35 0.2096
H 0.83574 0.91104 1.54050 1.03 -0.03 0.63 0.3778
H -3.63701 -2.40447 -4.97852 -0.37 -0.33 -0.34 0.1942
H -2.97330 2.18646 -3.76964 -0.89 -0.33 -0.08 0.2106
C 1.16866 1.88278 -2.07470 -3.12 -2.32 1.91 -0.2867
C 1.06661 1.48521 -0.74157 1.48 1.66 -0.74 0.2501
H -1.64781 -2.26409 3.83021 -0.35 0.29 0.29 0.2012
C 0.28750 -1.51790 3.32018 0.00 1.62 -1.54 -0.2277
N -1.67735 -0.17530 3.22488 0.38 0.61 -0.77 -0.4496
C -1.04958 2.51135 4.77500 -1.15 1.48 2.11 0.2873
H -1.88727 -1.65263 -3.34814 -1.20 0.31 0.77 0.2011
O -0.19125 0.97484 -0.38102 1.18 0.98 -2.41 -0.4378
C -1.63346 2.59341 2.53574 -3.00 0.99 -2.79 0.3063
C -1.19073 -1.58947 3.11125 -0.82 0.90 0.46 -0.2485
H -4.79981 1.41859 -5.77091 1.14 -0.67 0.54 0.2008
N -1.55328 2.91147 5.74013 1.05 -0.68 -1.09 -0.2544
H 0.59157 -2.23035 3.98438 1.08 -1.55 2.28 0.1996
H 1.83340 1.37821 4.38887 0.10 -0.58 0.07 0.2022
H 0.83773 -1.73134 2.41309 0.26 0.16 -0.58 0.1740
H -3.72400 -1.69288 -2.80208 1.10 0.04 -0.81 0.1701
C -0.88229 1.01218 -1.57442 -0.20 -0.74 -4.36 0.2978
C 2.22604 1.57177 0.28206 -0.08 -0.81 -0.27 -0.2445
H -3.04030 1.13113 -6.11568 -0.01 0.41 0.69 0.1729
C -2.36912 0.50116 -1.70925 -0.65 1.20 -0.54 -0.2467
C -3.16710 -1.43499 -4.92847 -0.07 0.35 -0.40 -0.0721
H -2.20942 -1.57896 -5.49370 -0.55 0.80 0.26 0.1594
H 2.49195 -0.31830 4.48676 -0.38 0.71 -0.54 0.2198
H -0.28162 1.32262 -3.77637 -0.46 0.34 0.39 0.2421
C -3.85469 0.91295 -5.40119 0.00 -1.19 0.94 -0.0673
H 2.97737 0.77062 0.01355 -0.66 0.44 0.23 0.1766
H -2.54061 -0.40118 -1.09558 0.12 0.42 -0.14 0.2112
H 2.92391 -0.17128 2.11257 1.58 -2.36 -1.16 0.1686
N 0.48470 -0.13593 3.74776 3.54 0.98 0.17 -0.4336
O -4.08107 -0.52409 -5.53632 -0.39 0.45 0.14 -0.5464
```
Forces are in eV/Å.

- energy (eV) = -32085.006
- ΔE to the lowest compared entry with this formula, charge and spin (kJ/mol) = 603.2
- lowest unoccupied orbital energy (eV) = 0.49
- charge = 0
- Kohn-Sham gap (eV) = 8.54
- SMILES = N#CC(C#N)C1=NCCN1CCNCc1ccc(CN2CCOCC2)o1


Record 2
ORCA calculation (ωB97M-V/def2-TZVPD) on a molecular structure, C18H25AlCsF5MgN4O13PV.

Structure (XYZ):
```
70
Properties=species:S:1:pos:R:3:forces:R:3:lowdin_charge:R:1
C 2.91299 0.89661 1.42744 -0.39 0.59 0.28 -0.0381
N -0.71805 0.32753 1.15099 -2.02 2.90 1.53 -0.0659
H 5.06448 -0.30791 2.93119 0.13 -0.13 0.05 0.0411
F 2.85140 -5.22612 -1.81568 0.13 1.21 -0.84 -0.2094
F 3.35150 -5.63568 0.91118 -0.09 -0.05 -0.83 -0.1940
N -6.23142 -8.62801 3.65290 -0.19 -0.23 -0.03 -0.4375
C 2.64355 6.36574 -4.32336 0.01 0.01 0.09 -0.0924
Cs -2.84824 -1.37109 0.97110 -0.87 -5.47 -1.08 1.3109
O 4.51980 -3.84174 -4.34454 -1.40 2.03 -0.66 -0.3117
Al 3.25628 -6.42434 -0.59811 0.35 -1.03 0.92 -0.0841
C 1.69267 0.35558 1.12168 -0.03 0.01 -1.41 -0.2389
H 0.59450 6.96033 1.81966 0.26 0.07 0.05 0.1455
C 3.93317 6.42362 -6.16063 0.02 -0.03 -0.04 -0.0755
N -0.60928 2.95576 2.54318 -1.20 -2.21 -1.31 0.1500
V 3.31501 -2.92793 -3.69398 0.33 -3.51 3.25 1.4195
H 1.89623 3.70684 3.09323 -0.34 -0.37 -0.23 0.1223
H -2.70009 2.81749 2.44767 0.44 -0.12 -0.05 0.1119
C 2.60584 6.42296 -5.70857 -0.03 -0.03 0.01 -0.0810
C 4.74880 6.36751 -5.04019 0.00 0.00 0.08 -0.0771
C -1.75899 2.31692 2.19087 0.22 -0.12 0.12 -0.0853
O 2.07102 -1.95018 -3.16912 1.01 0.08 -1.69 -0.4430
H 1.85174 6.34454 -3.59333 0.00 0.01 -0.04 0.1070
H 6.57042 -0.28520 2.70861 0.02 -0.01 -0.09 0.0535
O -6.25485 -0.89815 -4.28092 -0.33 1.49 1.15 0.1464
C 2.98626 2.14944 2.17753 -0.31 -0.90 -0.49 -0.0283
C 0.92298 6.96051 0.78241 0.07 0.21 0.68 -0.0404
H 4.27373 6.30080 -2.98073 -0.07 0.05 0.01 0.1257
H 3.94577 2.58987 2.46315 -0.29 -0.34 -0.19 0.1264
O 2.32078 7.25468 0.68191 -0.11 -0.40 -0.27 0.0929
P 1.57839 -1.26091 0.23377 -0.33 -1.05 1.80 0.7269
H 4.26975 6.46028 -7.18312 0.02 0.01 0.03 0.1034
F 2.02906 -7.60592 -0.58095 0.38 0.75 -0.21 -0.1882
O 1.86926 5.65532 -0.82846 0.23 -0.05 0.53 0.1206
C 2.81498 6.51213 -0.33597 0.35 0.40 -0.01 -0.5348
Mg -7.94787 1.35352 -1.71531 0.77 -0.52 -0.58 1.4875
H 1.01750 4.74486 0.81370 -0.02 0.08 -0.01 0.1448
C -6.14226 -0.63793 -2.95080 0.52 -2.14 -1.19 -0.7243
O -3.98786 -6.14783 2.48956 0.11 0.44 0.03 -0.1593
H 0.35020 7.70868 0.23222 -0.03 -0.18 -0.16 0.1507
H -1.95491 -6.10176 2.21572 -0.04 0.00 -0.03 0.0724
C 0.43197 0.98279 1.46677 0.41 -0.20 0.16 -0.2100
N 3.95016 6.33790 -3.93684 0.08 -0.07 0.00 0.0376
O 1.50137 -2.30947 1.27389 -0.03 -0.12 -0.01 -0.4052
O -5.71569 -1.48908 -2.22352 -0.12 0.95 0.82 0.1219
O 3.92350 6.59201 -0.74959 -0.08 -0.06 -0.22 0.1785
H 2.66678 -1.44457 -0.64941 -0.17 0.64 -0.05 0.0072
C 0.47190 2.24039 2.16802 2.26 0.57 0.54 -0.1834
C 1.83487 2.77407 2.52046 -1.54 -0.05 -0.10 -0.0074
C -2.69961 -6.71427 2.72081 -0.33 -0.11 0.12 -0.1450
O 5.73609 -0.03924 2.29406 -0.17 0.09 0.10 -0.0608
O -5.64304 -8.31541 4.66547 0.05 0.14 -0.08 0.0796
H -6.61054 -0.03729 -4.55294 0.09 -0.41 -1.21 0.1158
H -2.90072 0.57704 1.36418 2.71 3.60 0.89 -0.1201
H 3.83371 0.39073 1.12142 -0.27 0.26 0.12 0.0964
H -2.65942 -7.72930 2.32108 0.16 0.00 0.03 0.0833
H 0.38079 -1.33407 -0.52039 0.55 0.74 -0.52 0.0042
H -7.37688 -10.21890 4.37621 0.00 0.09 0.10 0.1062
H 5.82167 6.34816 -4.94615 -0.02 0.03 -0.05 0.1216
C 0.84822 5.59679 0.15096 -0.17 0.27 -0.35 -0.3253
H -8.19704 -8.62500 4.36129 0.08 -0.05 0.11 0.1020
H 1.71535 6.45894 -6.31359 0.01 0.01 0.03 0.0990
F -0.33665 5.43764 -0.46778 -0.52 -0.34 -0.33 0.0763
C -7.54697 -9.30359 3.81613 -0.15 -0.13 -0.17 0.0548
C -1.84508 1.03371 1.55600 1.27 1.44 0.02 -0.3251
H -4.62742 -6.70824 2.94433 0.09 -0.06 -0.21 0.0190
H -2.48306 -6.73263 3.79133 0.16 -0.06 -0.03 0.0801
F 4.75728 -7.11593 -1.00587 -0.66 0.55 -0.05 -0.1881
O -5.83145 -8.43270 2.52075 -0.01 0.08 0.15 0.0681
O -6.55480 0.59911 -2.65592 -1.02 0.74 1.05 -0.2281
H -7.94957 -9.52044 2.83290 0.10 0.03 0.00 0.0963
```
Forces are in eV/Å.

- energy (eV) = -112782.995
- lowest unoccupied orbital energy (eV) = -10.26
- charge = +2
- Kohn-Sham gap (eV) = 1.09


Record 3
ORCA calculation (ωB97M-V/def2-TZVPD) on a molecular structure, C18H25BaN6OPS2.

Structure (XYZ):
```
54
Properties=species:S:1:pos:R:3:forces:R:3:lowdin_charge:R:1
N 2.75544 -0.04630 -0.17437 0.31 0.03 -0.23 -0.1683
N 2.50704 -2.43967 2.62187 0.23 0.13 -0.30 0.2031
H 3.31199 -3.04412 2.63314 0.01 0.01 -0.02 0.1782
C -0.04068 0.16318 -3.19215 0.17 0.17 0.22 -0.3454
H 1.84404 -4.07460 4.92472 0.08 -0.11 0.05 0.1220
C -0.88601 -1.98860 -3.83894 0.00 -0.08 -0.04 -0.1724
H 3.53575 0.91718 -1.85705 0.05 0.08 -0.12 0.0914
H -0.59065 -2.08466 -1.21670 -0.11 -0.01 0.05 0.0881
N -0.65578 -0.60904 -4.23666 0.36 -0.11 -0.54 -0.1561
C -1.90703 -0.02396 -4.69444 -0.04 0.02 -0.02 -0.1680
N 1.11404 -0.83296 1.99894 0.79 -1.08 0.46 -0.1358
C 0.58402 -1.45430 3.10104 0.27 -0.87 0.68 -0.2367
S 5.00336 -0.87515 -1.05390 -0.45 0.11 0.21 1.1372
H -0.67789 5.48729 0.37804 0.16 -0.02 0.00 0.0704
H -3.47596 -2.05017 -4.18080 -0.02 0.03 0.06 0.1397
C 0.00475 -3.02589 5.28043 0.07 -0.02 -0.04 -0.0516
C 1.18475 5.33263 2.42992 -0.24 -0.37 0.14 -0.2089
H -2.28474 -1.72569 -0.81149 0.15 0.03 0.00 0.0969
H -3.54641 0.69517 -1.86421 0.11 0.08 -0.03 0.0956
H 1.49110 5.62459 1.43023 -0.10 -0.03 -0.14 0.0701
N -2.94541 -0.10529 -3.68076 -0.61 0.02 -0.55 -0.1619
C -3.14338 -1.49457 -3.30135 -0.03 0.00 -0.01 -0.1670
H 2.00711 4.83805 2.93914 -0.02 -0.08 0.11 0.0650
C 1.17980 -3.28755 4.60735 0.02 -0.01 0.00 0.0117
C 2.26122 -1.43981 1.74276 -0.32 -0.37 0.55 -0.2861
H 4.85776 -2.44612 0.79110 0.07 -0.17 0.13 0.0865
C 3.12905 -1.06893 0.65126 1.24 -0.58 -0.40 -0.3328
C -0.87018 -2.00628 4.88477 -0.10 0.15 -0.08 -0.0585
S -0.19859 4.16280 2.33623 -0.23 2.32 0.23 0.9461
C -1.25252 5.14694 1.23423 0.10 -0.31 0.32 -0.2088
H -2.23952 -0.57358 -5.57726 0.01 0.05 0.03 0.1397
Ba 0.53885 1.10489 0.65104 -0.10 -1.86 -1.77 1.9247
N -1.91370 -2.10311 -2.81706 -0.08 -0.65 -0.05 -0.1565
C 1.45958 -2.48425 3.50975 -0.84 0.40 0.25 -0.1645
H -1.27211 -0.41470 3.47648 0.00 -0.13 0.13 0.1095
H -1.21273 -2.54895 -4.71675 0.04 0.00 0.03 0.1390
O 0.31348 3.07160 1.42592 -0.06 2.86 0.97 -1.0594
H -1.74294 1.02022 -4.97057 -0.02 -0.04 -0.02 0.1351
H -1.64667 5.98934 1.79151 -0.06 0.13 0.12 0.0734
H -3.91340 -1.55937 -2.52919 0.01 -0.01 -0.05 0.1358
H 0.04825 -2.42265 -3.46975 -0.07 0.00 -0.05 0.1330
C -0.59973 -1.20842 3.79415 0.02 0.10 -0.11 -0.0149
C 4.33419 -1.63921 0.31728 -0.34 0.29 -0.03 -0.2971
H 0.91232 -0.30423 -2.91547 0.00 0.10 -0.05 0.0779
C -1.49429 -1.56177 -1.55337 0.11 0.11 0.31 -0.3393
C -2.70513 0.75555 -2.56306 0.27 0.17 0.41 -0.3228
C 3.64261 0.15651 -1.10192 0.45 -0.12 -0.27 -0.4428
H -2.07233 4.51361 0.90426 -0.05 -0.06 0.09 0.0633
P -1.11724 0.27156 -1.66176 -1.12 -0.18 -1.08 0.8257
H -0.25835 -3.61860 6.14021 0.02 -0.12 0.11 0.1172
H 0.87118 6.19642 3.00583 -0.10 0.11 0.10 0.0739
H -1.77431 -1.84905 5.45358 -0.05 0.02 0.01 0.1158
H -2.61542 1.78989 -2.91151 -0.03 -0.06 0.12 0.0944
H 0.16142 1.17412 -3.56470 0.05 -0.07 0.10 0.0954
```
Forces are in eV/Å.

- energy (eV) = -61700.266
- ΔE to the lowest compared entry with this formula, charge and spin (kJ/mol) = 156.1
- lowest unoccupied orbital energy (eV) = -5.42
- charge = +2
- Kohn-Sham gap (eV) = 7.50


Record 4
ORCA calculation (ωB97M-V/def2-TZVPD) on a gas-phase ion, C18H25Br3ClNO3P (charge +1).

Structure (XYZ):
```
52
Properties=species:S:1:pos:R:3:forces:R:3:nbo_charge:R:1
Br -2.97269 1.84136 4.22963 -0.07 -0.09 -0.04 0.1442
H 2.41077 -0.91639 1.44576 0.21 0.12 0.17 0.2093
H -4.67870 0.32810 -0.91577 0.08 -0.01 -0.29 0.5289
H -3.10578 4.14946 2.80124 -0.08 -0.07 0.23 0.2514
C -2.58734 1.54705 2.39613 -0.19 -0.17 0.15 -0.2039
H 2.87581 -2.57874 1.89858 0.36 0.17 0.14 0.2278
H 1.66323 1.69753 -0.82527 0.01 -0.32 0.03 0.2097
C -1.23703 -2.42161 1.79418 -0.15 0.49 0.12 -0.1745
H 3.64995 -2.27746 -0.37743 0.13 -0.33 0.17 0.2098
H 1.42695 -1.33368 3.52494 -0.07 -0.05 0.48 0.2490
O 1.03254 2.51349 -3.21498 0.32 -0.14 -0.10 -0.5216
C 2.66246 -2.30479 -0.82819 -0.23 0.61 -0.28 -0.3952
H -0.00549 -0.12817 -3.84244 -0.30 0.02 0.05 0.2129
C 2.32199 2.50275 -1.11908 -0.39 0.03 0.08 -0.7421
H 0.92821 -2.99487 3.09285 0.05 -0.10 0.22 0.2331
C -3.20946 3.88677 1.75723 0.25 0.40 -0.04 -0.6806
N -2.92066 -0.75220 1.59659 0.14 -0.70 0.14 -0.5641
C 2.47369 -1.00259 -1.63486 -0.23 -0.66 0.32 -0.3876
Cl 0.24323 0.99101 3.17746 0.02 0.10 -0.04 0.0907
H 0.25581 0.30777 -2.14996 -0.12 0.17 0.08 0.1886
H 1.92354 -0.32428 -0.98561 0.23 0.27 0.17 0.1772
H 2.24102 -1.30888 -3.75975 -0.06 -0.51 -0.17 0.2144
C -2.49635 -2.01870 1.42693 0.71 -0.53 -0.11 0.0682
H 2.60352 -3.14136 -1.51695 0.22 -0.23 -0.02 0.2130
C 1.75674 3.22949 -2.31067 0.08 -0.44 0.01 0.7960
H 2.63204 1.16341 -3.28929 0.09 0.11 0.20 0.1770
H 0.93939 -2.03035 -2.73650 0.04 -0.32 -0.24 0.2040
C 1.59095 1.25020 -3.58854 -0.56 -0.53 0.10 -0.0780
H -4.24324 4.03237 1.45726 -0.15 -0.04 -0.10 0.2541
H 1.57377 1.20616 -4.67118 0.13 0.24 -0.23 0.2036
Br -5.68355 -2.15965 1.62021 0.18 0.11 0.01 -0.1641
C -0.34240 -1.51354 2.35524 -0.07 0.42 0.16 0.0802
H 3.43432 -0.55204 -1.85972 0.11 0.12 -0.12 0.2108
H -3.16797 -2.73303 0.98461 -0.28 0.11 -0.08 0.2495
P -4.61634 -0.29693 1.10154 -0.64 0.58 0.51 1.2267
H -0.90473 -3.43775 1.67449 -0.23 -0.24 -0.17 0.2454
C -2.10365 0.17302 2.14706 0.87 0.04 0.20 0.1811
H 2.37274 3.20698 -0.29899 0.18 0.20 0.04 0.2482
H 3.31516 2.12537 -1.32927 0.16 -0.13 0.02 0.2425
C -2.75279 2.50697 1.49596 0.03 -0.16 0.03 -0.0140
Br -2.37119 2.12210 -0.32129 0.15 0.01 -0.03 0.0960
H -2.59042 4.57742 1.19329 -0.02 0.13 -0.18 0.2539
O 1.89638 4.39434 -2.46061 -0.12 1.19 -0.08 -0.5316
C 1.60654 -1.18730 -2.88554 0.00 1.06 0.46 -0.4040
C 0.75227 0.06971 -3.08879 0.25 -0.21 -0.43 -0.4148
C 1.56711 -2.44285 0.24824 0.50 -0.37 -0.45 -0.4091
C 2.05990 -1.93612 1.59053 -0.77 -0.03 -0.12 -0.3749
C 1.02164 -1.96822 2.75190 0.24 0.06 -0.67 -0.4573
C -0.79979 -0.19870 2.52242 -0.49 -0.11 -0.35 0.0120
H 1.27692 -3.49153 0.30309 -0.17 -0.11 0.21 0.2040
H 0.70716 -1.87715 -0.10285 -0.31 0.03 0.04 0.1861
O -4.42618 -0.49395 -0.47382 -0.02 -0.20 -0.17 -0.9821
```
Forces are in eV/Å.

- energy (eV) = -258637.754
- lowest unoccupied orbital energy (eV) = -4.33
- charge = +1
- Kohn-Sham gap (eV) = 7.89
- SMILES = CC(=O)OCCCCCCCCc1cc[n+](P(O)Br)c(/C(Br)=C(/C)Br)c1Cl


Number 1: E_HOMO -8.05 eV, maximum force 4.67 eV/Å. Number 2: E_HOMO -11.35 eV, maximum force 5.64 eV/Å. Number 3: E_HOMO -12.91 eV, maximum force 3.02 eV/Å. Number 4: E_HOMO -12.23 eV, maximum force 1.20 eV/Å.